1.
The following is a DFT calculation (the ωB97M-V functional and the def2-TZVPD basis) of a cluster of 2 separate species, C9H20OSi in total.

Properties
Energy above the lowest of the compared OMol25 structures with the same formula, charge and spin: 4.691 eV
HOMO-LUMO gap: 8.295 eV
HOMO level: -7.603 eV
Max |F|: 4.6 eV/Å

Geometry (Å):
1 C 3.336246 -0.693559 -0.148856
2 C 2.811348 0.436046 0.198454
3 C -0.051139 -2.375160 -0.411344
4 C 1.301955 2.402557 0.120502
5 C -1.838374 0.675384 -1.924876
6 C -3.512577 -0.325053 0.684139
7 C 0.342964 -1.571692 0.746030
8 C 1.518444 0.926505 -0.281067
9 C -0.185734 -0.113539 0.821014
10 O 0.046578 0.478766 2.026649
11 Si -1.854303 0.431877 -0.037914
12 H 4.132476 -1.185985 0.501338
13 H 3.080275 -1.336745 -0.957014
14 H 3.182823 1.011005 1.046825
15 H -1.089063 -2.454886 -0.421094
16 H 0.230617 -3.398748 -0.458661
17 H 0.229087 -1.822987 -1.394100
18 H 1.692662 3.048884 -0.715983
19 H 0.235465 2.634187 0.104997
20 H 1.651052 2.691845 1.163526
21 H -2.702599 1.179318 -2.352618
22 H -1.017773 1.419085 -2.224234
23 H -1.760637 -0.244606 -2.532428
24 H -3.352459 -0.191678 1.748756
25 H -4.301435 0.272692 0.435386
26 H -3.909176 -1.392748 0.376774
27 H 1.477253 -1.694398 0.744828
28 H -0.045627 -1.943699 1.712150
29 H 1.362164 0.882259 -1.340978
30 H 0.938465 0.484185 2.391009
31 H -1.948978 1.770885 0.378777

Cartesian forces, eV/Å:
C 3.133 -3.129 1.286
C -2.331 1.543 0.766
C -0.225 1.418 -2.806
C -0.478 0.246 -0.270
C 1.295 0.202 -0.805
C 2.274 -3.098 -0.600
C 1.183 0.937 1.869
C -1.295 1.425 1.088
C 3.784 -0.583 -2.440
O -1.497 0.668 0.986
Si -0.544 -0.819 -0.411
H -0.679 1.025 -1.024
H -0.715 -0.069 -0.675
H 0.244 -0.340 0.027
H -2.264 0.013 -0.342
H 1.037 -0.709 0.173
H -0.233 -1.065 1.470
H 0.232 -0.306 1.197
H -0.087 -0.022 0.152
H -0.045 -0.341 -1.466
H -0.557 -0.003 0.599
H -0.686 -1.330 0.538
H 0.346 0.343 0.297
H -0.210 -0.537 0.372
H -1.971 2.054 -0.855
H 1.345 1.860 0.876
H -1.116 0.904 0.728
H 0.299 -0.547 -0.337
H -0.244 -0.705 -0.524
H 0.111 -0.560 -0.628
H -0.108 1.525 0.762


2.
The following is a DFT calculation (the ωB97M-V functional and the def2-TZVPD basis) of a cluster of 2 separate species, C9H20S2 in total.

Properties
Energy above the lowest of the compared OMol25 structures with the same formula, charge and spin: 5.005 eV
HOMO-LUMO gap (alpha / beta): 7.106 / 8.176 eV
HOMO level (alpha / beta): -7.432 / -7.820 eV
Max |F|: 4.6 eV/Å

Geometry (Å):
1 C -1.588951 -0.309546 -1.271189
2 C -2.447656 -2.210458 0.277968
3 C -2.178223 0.177115 1.204466
4 C 1.041073 2.219898 0.391801
5 C 1.526208 0.920481 -1.772878
6 C 2.836624 0.525983 0.348499
7 C -1.647902 -0.883794 0.228970
8 C 1.615255 1.033767 -0.237605
9 C -0.160067 -1.080297 0.472025
10 S 0.134241 -1.374462 2.137646
11 S 0.592521 -2.380888 -0.532759
12 H -1.431446 0.769963 -1.309927
13 H -2.575943 -0.507636 -1.714539
14 H -0.719675 -0.749282 -1.774974
15 H -1.930564 -2.750256 -0.511280
16 H -2.431765 -2.847554 1.130992
17 H -3.418711 -1.893356 -0.140104
18 H -2.355812 -0.217889 2.200572
19 H -1.331362 0.808703 1.217055
20 H -3.059551 0.668890 0.850818
21 H 0.610519 2.194011 1.425554
22 H 1.893890 2.943633 0.456156
23 H 0.358109 2.758470 -0.233007
24 H 0.793782 1.485158 -2.177435
25 H 2.472796 1.360443 -2.133720
26 H 1.548728 -0.087316 -2.031867
27 H 3.579370 1.363166 0.568579
28 H 3.259935 -0.272124 -0.373389
29 H 2.653683 0.122411 1.392268
30 H 0.623110 -0.110652 2.358621
31 H 1.737784 -1.676582 -0.447318

Cartesian forces, eV/Å:
C -1.152 -0.317 1.132
C 0.734 1.499 -2.629
C 0.328 -1.184 -0.432
C 0.469 1.694 0.976
C 3.305 0.595 3.212
C 1.516 -1.354 0.814
C 0.578 1.012 -1.277
C -1.541 -0.393 -1.506
C -0.691 -1.237 -0.307
S 1.770 0.833 1.819
S 0.435 0.737 0.033
H -0.087 0.040 0.426
H 0.489 -0.055 -0.467
H -0.877 -0.108 -0.266
H -0.457 -0.734 -0.302
H -0.218 0.154 1.036
H -0.030 -0.789 0.630
H -0.002 -0.051 0.001
H 0.413 1.599 0.530
H -0.519 0.344 -0.368
H 0.436 -0.486 -0.745
H -0.350 -0.194 0.285
H -0.805 -0.024 -0.389
H -2.717 1.380 -1.279
H -0.051 -0.145 -0.129
H -0.289 -1.751 -0.815
H -0.567 -0.908 -0.715
H -0.120 1.202 1.575
H 0.220 -0.036 -1.120
H -0.365 -0.603 0.403
H 0.142 -0.720 -0.127


3.
The following is a DFT calculation (the ωB97M-V functional and the def2-TZVPD basis) of a structure of composition C9H21AlO3.

Properties
Energy above the lowest of the compared OMol25 structures with the same formula, charge and spin: 6.920 eV
HOMO-LUMO gap: 3.389 eV
HOMO level: -8.268 eV
Max |F|: 1.9 eV/Å

Geometry (Å):
1 Al 2.655212 19.299008 -27.123417
2 C 3.739045 23.455742 -23.962841
3 C 4.087952 21.995061 -24.319553
4 C 4.295849 21.235219 -23.014172
5 O 3.216366 21.372420 -25.174650
6 H 4.508373 23.907578 -23.333806
7 H 2.806328 23.504531 -23.401433
8 H 3.710919 24.110624 -24.834599
9 H 5.083278 21.975054 -24.795711
10 H 4.433224 20.157911 -23.137671
11 H 3.359609 21.307384 -22.450632
12 H 5.114272 21.539627 -22.361476
13 C 6.248898 16.713724 -27.884703
14 C 5.169555 16.122062 -26.946478
15 C 5.856661 15.392655 -25.785212
16 O 4.314694 17.068085 -26.465728
17 H 5.803220 17.082758 -28.810639
18 H 7.022060 16.027901 -28.234356
19 H 6.704024 17.534061 -27.327334
20 H 4.656174 15.334430 -27.516163
21 H 6.524798 16.041056 -25.218845
22 H 6.350426 14.485565 -26.136557
23 H 5.141155 15.000240 -25.058403
24 C 0.755600 18.388416 -31.072339
25 C 2.205793 17.939203 -30.774980
26 C 2.908488 17.683421 -32.116366
27 O 2.891312 18.791700 -29.961273
28 H 0.155769 17.531135 -31.394688
29 H 0.640012 19.098173 -31.893984
30 H 0.218118 18.760599 -30.198603
31 H 2.062158 16.942813 -30.330984
32 H 2.375044 16.952168 -32.725650
33 H 3.884097 17.217597 -31.965892
34 H 3.030931 18.606102 -32.682977

Cartesian forces, eV/Å:
Al 1.706 -0.632 -0.466
C 0.064 0.378 -0.567
C 1.499 -0.981 0.212
C -0.897 -0.921 0.685
O -1.272 -0.058 -0.412
H 0.159 -0.414 0.141
H -0.131 -0.062 -0.200
H -0.371 -0.202 -0.138
H 0.182 0.501 -0.265
H 0.064 0.046 -0.497
H 0.073 0.097 0.222
H 0.017 0.520 -0.251
C -0.221 0.275 0.111
C 0.417 -0.012 -1.596
C -0.362 -0.473 1.096
O -0.618 0.893 0.489
H -0.259 0.288 0.201
H -0.021 -0.294 0.473
H 0.187 0.104 -0.259
H -0.378 -0.095 0.074
H 0.178 0.036 -0.265
H 0.357 0.308 -0.321
H -0.293 0.295 -0.108
C -0.575 -0.170 -0.355
C -1.710 -0.232 0.295
C 0.884 -0.144 -0.188
O 0.283 0.318 0.889
H 0.224 -0.213 -0.033
H 0.338 0.308 0.187
H 0.352 0.206 0.149
H 0.459 -0.177 0.311
H -0.450 0.178 0.158
H 0.122 0.303 0.180
H -0.005 0.026 0.052


4.
The following is a DFT calculation (the ωB97M-V functional and the def2-TZVPD basis) of a cluster of 2 separate species, C9H21BClNO2 in total.

Properties
Energy above the lowest of the compared OMol25 structures with the same formula, charge and spin: 3.427 eV
HOMO-LUMO gap: 9.481 eV
HOMO level: -9.094 eV
Max |F|: 3.9 eV/Å

Geometry (Å):
1 C -4.365465 -0.682175 1.876084
2 C -4.160230 -1.835921 0.716058
3 C -4.453591 -1.318725 -0.816018
4 O -3.253394 -1.125260 -1.645461
5 B -2.316000 -0.146243 -1.058700
6 C -0.692543 -0.536263 -1.160296
7 Cl 0.369597 0.737798 -0.326916
8 C -0.389843 -2.063915 -0.637024
9 C -0.357094 -2.188242 1.023133
10 H -5.318322 -0.015854 1.737004
11 H -4.392132 -1.198695 2.936170
12 H -3.379448 -0.009585 1.880159
13 H -3.127713 -2.396925 0.769888
14 H -4.984805 -2.668505 0.944096
15 H -5.077323 -2.191067 -1.340314
16 H -5.188904 -0.378393 -0.833255
17 H -2.602514 0.845228 -0.495224
18 H -0.443477 -0.497880 -2.318174
19 H -1.159237 -2.869479 -1.048479
20 H 0.690688 -2.413771 -0.997619
21 H 0.710837 -2.504846 1.386067
22 H -1.117394 -3.059364 1.316054
23 H -0.733522 -1.166819 1.499502
24 C 3.352479 2.414395 -0.796661
25 N 4.691628 2.610311 -0.281930
26 C 5.445352 1.456567 0.163154
27 C 5.271090 3.858795 -0.202470
28 O 6.395358 4.094992 0.220760
29 H 2.737839 1.954313 -0.017538
30 H 3.400794 1.751550 -1.665466
31 H 2.901600 3.364797 -1.094959
32 H 5.707078 1.587471 1.217407
33 H 6.366825 1.385738 -0.422426
34 H 4.859523 0.541527 0.040075
35 H 4.612264 4.664445 -0.566682

Cartesian forces, eV/Å:
C 1.591 -0.257 0.146
C -1.394 -0.359 0.181
C -1.898 -0.960 -0.041
O 1.186 2.290 2.868
B 0.276 -2.882 -1.257
C -0.918 -1.414 -1.626
Cl -0.791 -1.093 -0.623
C 1.177 -0.578 0.652
C -0.898 -0.306 -0.523
H 1.880 -1.411 0.095
H -0.078 1.031 -2.171
H -2.315 -1.155 0.017
H -1.966 1.386 -0.063
H 1.777 1.737 -0.587
H 1.547 1.929 0.958
H 1.865 -1.770 0.158
H -0.587 0.176 0.126
H -0.221 -0.032 2.333
H 1.469 2.161 0.601
H -2.386 0.908 0.537
H -2.161 0.895 -0.577
H 1.739 1.958 -0.407
H 1.012 -2.308 -0.814
C 0.201 -0.101 0.149
N 0.389 1.379 -0.033
C 0.257 0.173 0.085
C 0.258 -0.733 0.189
O -0.839 -0.447 -0.281
H -0.061 0.048 -0.234
H -0.257 0.027 0.043
H 0.143 -0.116 0.073
H 0.086 -0.178 -0.114
H -0.027 -0.140 0.175
H 0.024 0.249 -0.016
H -0.081 -0.108 -0.019


5.
The following is a DFT calculation (the ωB97M-V functional and the def2-TZVPD basis) of a structure of composition C9H21BeBrF10LiMgN3NbO11PS.

Properties
Energy above the lowest of the compared OMol25 structures with the same formula, charge and spin: 0.000 eV
HOMO-LUMO gap: 1.849 eV
HOMO level: -7.040 eV
Max |F|: 5.2 eV/Å

Geometry (Å):
1 N -0.559686 1.084908 -0.471180
2 P -0.431744 0.346690 -1.865317
3 O -1.539664 -0.730448 -1.920213
4 Nb 1.935912 -1.033221 -2.086440
5 F 1.939492 -0.683716 -3.865682
6 C 3.098097 1.004428 -1.655593
7 F 3.172844 1.796619 -2.750985
8 F 4.336918 0.500450 -1.468690
9 C 2.809188 1.909941 -0.455232
10 F 2.216972 1.206514 0.560872
11 F 3.955469 2.368120 0.096594
12 C 1.983514 3.197269 -0.730769
13 F 1.198861 3.319344 0.403065
14 F 1.154057 3.114994 -1.755737
15 C 2.805914 4.515372 -0.884824
16 F 1.961631 5.446167 -1.364628
17 F 3.234209 4.946637 0.315132
18 F 3.810712 4.376902 -1.740720
19 H -1.125143 1.931542 -0.496270
20 H -0.844516 0.440175 0.416947
21 H -1.887867 -1.000673 -0.975089
22 H 0.783143 -2.394042 -2.276792
23 H 1.892281 -1.448230 -0.322538
24 H 3.369834 -2.017099 -2.307187
25 Li 0.973896 2.010536 1.784885
26 O 2.495033 1.048298 -6.547220
27 H 2.684734 1.519453 -5.722395
28 O -2.155280 -3.254928 1.646982
29 C -3.234401 -3.741941 1.759961
30 O -3.849760 -3.877227 2.974595
31 C -5.086547 -4.580397 2.831706
32 C -5.490089 -4.397836 1.367383
33 C -4.127785 -4.319249 0.677835
34 H -4.914734 -5.640065 3.088882
35 H -5.815090 -4.168062 3.531083
36 H -6.136146 -5.190864 0.992393
37 H -6.020341 -3.453294 1.251752
38 H -3.744599 -5.303238 0.404049
39 H -4.133521 -3.670995 -0.193570
40 Mg -6.615168 -6.757418 3.407985
41 O 5.853821 5.917383 1.515796
42 H 5.086319 5.520956 1.093315
43 H 5.506334 6.656063 2.024209
44 O 0.853609 3.527123 -5.701837
45 H 0.854317 4.273498 -6.307005
46 H 0.856100 2.741097 -6.270059
47 C -1.761385 2.031335 4.577019
48 O -1.370548 1.952518 3.407292
49 N -2.751876 1.230508 5.022989
50 N -1.246887 2.916528 5.465707
51 H -3.113004 1.266240 5.958432
52 H -3.139759 0.569225 4.371745
53 H -0.515668 3.526602 5.153305
54 H -1.571464 2.995261 6.411896
55 O 3.756495 -5.380620 -4.774598
56 S 3.630661 -5.351374 -3.312438
57 O 2.618369 -6.337409 -2.934807
58 O 3.174715 -4.039099 -2.821949
59 O 4.951180 -5.633108 -2.753823
60 Be -3.334593 3.652296 3.240172
61 Br -2.437363 -0.456440 0.979610

Cartesian forces, eV/Å:
N 1.141 0.806 1.233
P -1.388 -0.408 -0.655
O 0.613 -0.593 0.262
Nb 4.258 -2.834 -0.996
F -0.250 0.459 -1.275
C -1.770 0.121 0.508
F 0.010 0.284 -0.294
F 0.166 -0.629 0.113
C 1.268 0.707 -0.397
F -0.217 -0.413 0.152
F 0.242 0.020 0.168
C -0.126 -0.459 0.054
F -0.303 0.972 0.321
F -0.091 -0.210 -0.192
C -0.391 0.782 -0.488
F 0.420 -0.409 0.305
F 0.034 -0.314 -0.437
F -0.363 -0.041 0.660
H 0.078 0.102 0.352
H -0.848 0.543 -1.149
H -0.570 0.533 -0.104
H -0.853 1.048 0.593
H -0.463 0.328 0.494
H -0.138 0.419 0.227
Li -0.616 -0.270 0.160
O -0.266 0.086 0.132
H 0.100 -0.032 -0.027
O 0.072 -0.467 0.185
C 0.136 -0.235 -0.127
O -0.038 0.102 0.024
C 0.374 0.476 -0.336
C 0.158 -0.064 -0.043
C -0.368 0.179 0.258
H 0.465 0.514 -0.150
H 0.093 -0.017 0.102
H 0.023 -0.036 0.029
H -0.034 0.005 0.029
H 0.043 0.018 -0.056
H 0.169 -0.057 -0.061
Mg -0.989 -0.968 0.279
O -0.027 -0.051 0.045
H 0.100 0.070 0.013
H 0.023 0.022 -0.017
O -0.223 -0.042 0.067
H 0.032 -0.032 -0.035
H 0.340 -0.069 0.051
C 0.219 -0.643 0.435
O 0.741 0.360 -0.333
N -0.053 0.023 -0.007
N 0.091 -0.044 -0.034
H 0.004 0.020 -0.003
H 0.039 -0.044 -0.054
H -0.048 0.063 0.000
H -0.022 -0.004 -0.009
O 0.005 -0.087 -0.113
S 0.008 0.259 0.343
O -0.068 -0.077 -0.130
O -0.205 0.029 -0.006
O 0.070 0.008 -0.098
Be -0.308 0.346 -0.363
Br -0.498 -0.160 0.396


6.
The following is a DFT calculation (the ωB97M-V functional and the def2-TZVPD basis) of a structure of composition C9H21F3IIrO4P2S.

Properties
Spin multiplicity: 6
Net charge: +3
HOMO-LUMO gap (alpha / beta): 5.460 / 5.509 eV
HOMO level (alpha / beta): -18.315 / -20.947 eV
Max |F|: 8.3 eV/Å

Geometry (Å):
1 C 0.644733 2.577995 -0.566770
2 I -1.804156 -1.913292 0.186841
3 H -0.120864 3.326793 -0.408348
4 H 1.004887 2.608492 -1.585430
5 H 1.460636 2.711974 0.133993
6 Ir -0.213126 0.802946 -0.383320
7 P -1.241920 0.674000 -2.330706
8 C -0.267931 -0.289971 -3.548206
9 C -2.886752 -0.121757 -2.386867
10 H -3.400213 0.169818 -3.308553
11 H -2.088976 2.160591 -4.023621
12 H -3.474048 0.205554 -1.526181
13 H -2.089079 2.912529 -2.404946
14 H -0.151381 -1.323273 -3.195315
15 H -2.776454 -1.212205 -2.351410
16 C -1.516251 2.292952 -3.100687
17 H -0.780163 -0.289832 -4.517538
18 H -0.557597 2.768130 -3.321422
19 H 0.724602 0.158115 -3.668356
20 P 0.366289 0.655476 2.094732
21 C 1.916002 -0.165570 2.574107
22 C 0.599601 2.384721 2.829266
23 H -1.908420 0.274940 2.889355
24 H -0.738065 0.305135 4.247798
25 H -0.824547 -1.125373 3.156142
26 C -0.910472 -0.032859 3.218210
27 H -0.280827 2.999197 2.597365
28 H 0.684601 2.281570 3.922724
29 H 2.144745 -0.102579 3.627920
30 H 2.691362 0.250843 1.918302
31 H 1.505308 2.844754 2.415229
32 H 1.864832 -1.222417 2.318165
33 C 1.318547 -0.033135 -0.875420
34 O 2.354224 -0.533977 -1.185269
35 F 1.819214 -5.036750 1.566755
36 C 0.762545 -4.210471 1.300323
37 F -0.164012 -4.864236 0.567880
38 F 0.227943 -3.785165 2.462636
39 S 1.541360 -2.840185 0.225193
40 O 2.928926 -2.578015 0.662467
41 O 1.035661 -3.006709 -1.165653
42 O 0.599239 -0.678755 0.938613

Cartesian forces, eV/Å:
C 0.662 0.936 -0.319
I 0.499 -0.270 0.393
H -0.373 0.320 0.240
H 0.358 0.342 -0.209
H 0.183 0.200 0.031
Ir -1.044 -0.106 2.435
P -0.875 -1.147 -4.806
C 0.030 0.145 0.417
C 0.171 0.051 0.758
H 0.173 0.033 0.058
H 0.066 -0.163 0.098
H -0.265 -0.019 -0.146
H 0.002 0.158 -0.214
H -0.005 0.150 -0.118
H -0.069 0.263 -0.232
C 0.178 0.416 0.671
H 0.016 0.020 0.173
H -0.124 0.016 -0.019
H -0.130 -0.068 -0.079
P 0.875 -0.467 3.503
C 0.915 0.212 0.153
C -0.196 0.635 -0.764
H -0.022 0.035 0.248
H 0.022 -0.003 -0.288
H -0.061 0.187 0.236
C -0.054 -0.273 -1.055
H 0.242 -0.109 0.036
H 0.056 -0.380 -0.340
H 0.203 0.503 0.396
H 0.218 0.023 0.519
H -0.213 -0.107 0.152
H 0.202 0.094 0.526
C 6.874 -3.058 -3.528
O -5.831 3.383 1.647
F -1.912 1.237 -0.255
C 1.336 -3.352 0.570
F 0.888 1.094 0.927
F 0.559 0.164 -1.609
S 1.130 0.031 0.136
O -2.163 -1.083 -1.105
O 0.443 -0.143 1.261
O -2.966 0.101 -0.499